Here is 2 unconnected molecules or ions with the total composition C4H11OS from the Open Molecules 2025 dataset. Energies are from ωB97M-V/def2-TZVPD.

```
17
Properties=species:S:1:pos:R:3:forces:R:3:mulliken_charge:R:1
C -0.932532 -0.753636 -0.366518 2.18 -1.32 3.87 -1.054
C 0.205130 1.474610 -1.746435 -1.29 -0.08 -1.22 -1.090
H -0.414543 -1.228634 2.199627 -0.07 0.42 0.44 0.356
H -0.763942 1.939879 -1.527051 0.44 0.35 0.51 0.390
H 1.018150 2.166762 -1.941338 0.12 0.02 0.38 0.428
H 1.123557 2.054731 0.648786 -1.00 -1.26 1.00 0.422
H 0.473788 -2.353950 1.088062 -0.42 0.07 0.24 0.355
H -0.250819 1.106054 1.538508 -0.79 0.20 -0.06 0.373
C 0.638924 1.051176 0.953702 3.57 1.66 -0.12 -1.008
H -1.814129 -0.330352 -0.008206 -1.39 1.00 0.07 0.496
C -0.488755 -1.940860 1.411299 1.51 2.20 -3.29 -0.828
S 0.523788 0.232428 -0.566979 -2.75 -2.13 -0.36 1.159
H -1.263882 -2.636237 1.501511 -1.24 -0.78 -0.20 0.369
H -0.952924 -1.554443 -1.035561 -0.16 -0.81 -1.38 0.462
O 1.523070 -0.694167 -0.995423 1.31 0.44 0.27 -0.599
H -0.049708 0.957033 -2.681184 0.51 -0.22 0.13 0.394
H 1.424825 0.509608 1.527200 -0.53 0.24 -0.29 0.376
```
Positions in Å, forces in eV/Å.

## Properties
LUMO in eV: -3.9
Energy relative to the best compared isomer or geometry (same formula, charge and spin) in eV: 2.082
Molecular weight in g/mol: 107.2
Gap between HOMO and LUMO in eV: 11.03
Total charge: +1
DFT total energy in Ha: -632.03248
Maximum force in Eh/bohr: 0.0900

***

Here is a single C5H7N5O2 molecule from the Open Molecules 2025 dataset. Energies are from ωB97M-V/def2-TZVPD.

```
19
Properties=species:S:1:pos:R:3:forces:R:3:mulliken_charge:R:1
H -0.570368 -2.432112 -0.163352 -1.42 0.02 0.00 0.301
N 1.850691 1.086582 -0.246527 0.57 0.90 0.02 -0.657
N -1.810954 1.602734 -0.099186 -1.06 -4.08 4.89 -0.173
H -2.630067 -0.305749 -0.832054 0.28 -1.10 -0.29 0.381
N 1.063321 -1.050609 0.283048 -2.32 -1.13 0.29 -0.640
C 0.661507 1.579399 -0.213239 -3.78 0.62 2.66 0.451
C -0.182698 -0.546127 0.143177 -4.82 -1.39 -0.11 0.387
C -2.586132 -1.282516 -0.307157 0.60 -0.04 -2.64 -0.933
H 4.181641 0.059827 0.208305 -3.81 -1.38 -0.62 0.307
H 1.264023 3.260331 0.039270 0.20 1.05 -0.16 0.346
C -0.584249 0.866673 0.175323 3.04 -0.38 -3.17 0.512
O 0.365737 2.942812 -0.102237 2.31 -1.79 -0.94 -0.459
H 3.709131 -1.500418 0.711718 -2.58 2.30 -1.90 0.295
N 3.287028 -0.626522 0.146268 7.10 -1.43 2.37 -0.463
H -3.069687 -0.943213 0.608338 -0.34 -1.13 0.19 0.327
H -3.130869 -1.991711 -1.080619 1.24 0.90 2.28 0.317
O -2.696492 1.097683 0.722567 2.03 2.84 -2.69 -0.357
N -1.135233 -1.577107 -0.087868 1.67 2.17 0.53 -0.141
C 2.013675 -0.239956 0.094225 1.10 3.05 -0.70 0.199
```
Positions in Å, forces in eV/Å.

## Properties
LUMO in eV: -0.5
Energy relative to the best compared isomer or geometry (same formula, charge and spin) in eV: 5.311
Molecular weight in g/mol: 169.1
Gap between HOMO and LUMO in eV: 8.13
Total charge: 0
DFT total energy in Ha: -618.84079
Maximum force in Eh/bohr: 0.1481

***

Here is a single C6H12O molecule from the Open Molecules 2025 dataset. Energies are from ωB97M-V/def2-TZVPD.

```
19
Properties=species:S:1:pos:R:3:forces:R:3:mulliken_charge:R:1
H -2.498662 1.228507 -1.360084 0.24 -0.10 -0.03 0.348
C -1.663169 0.998295 -0.689711 0.09 -0.19 -0.20 -1.151
H -2.302781 -1.584578 1.643501 0.02 0.27 -0.43 0.292
C 1.618390 -0.290290 -0.252658 0.19 0.02 -0.20 -0.175
O 0.627257 -0.216888 0.754154 -0.11 0.13 -0.04 -0.352
H -1.762935 1.701363 0.162152 0.08 -0.69 -0.19 0.327
C -1.759949 -0.785229 1.137651 -0.28 0.17 -0.06 -0.869
H 3.161122 0.467185 1.047140 -0.05 0.03 -0.12 0.292
C -1.638345 -0.506250 -0.345637 -0.08 0.15 -0.43 0.115
C -0.465120 -1.024404 0.459819 -0.20 -0.06 -0.18 -0.052
H 2.285784 1.715885 0.142905 0.07 -0.12 -0.02 0.297
H 3.487478 0.699289 -0.685349 -0.10 -0.01 0.10 0.384
H 2.029922 -1.312949 -0.306602 -0.10 0.14 0.05 0.312
H -0.717654 1.264168 -1.170816 -0.21 0.13 -0.19 0.186
H -2.141911 -1.159866 -1.050153 0.33 -0.01 -0.12 0.393
H 1.169710 -0.071400 -1.233826 0.07 -0.02 0.11 0.303
H -1.954950 0.236691 1.395795 0.27 -0.12 1.78 0.239
H -0.180922 -2.067428 0.270095 -0.25 0.23 0.16 0.353
C 2.706740 0.707901 0.081623 0.02 0.03 0.02 -1.243
```
Positions in Å, forces in eV/Å.

## Properties
LUMO in eV: 1.2
Energy relative to the best compared isomer or geometry (same formula, charge and spin) in eV: 1.969
Molecular weight in g/mol: 100.2
Gap between HOMO and LUMO in eV: 10.48
Total charge: 0
DFT total energy in Ha: -310.98690
Maximum force in Eh/bohr: 0.0352

***

Here is a molecular structure, C25H24CeN7O7S2 from the Open Molecules 2025 dataset. Energies are from ωB97M-V/def2-TZVPD.

```
66
Properties=species:S:1:pos:R:3:forces:R:3:lowdin_spin:R:1
H 2.447283 -2.722853 2.827571 0.00 0.02 0.04 0.000
H 1.745419 -4.145783 -0.723219 0.01 -0.01 0.00 0.000
H 1.283839 -1.779651 3.794233 0.04 0.00 -0.01 0.000
C -5.334451 1.755257 3.854281 -0.04 0.05 0.03 0.000
C 2.744653 -3.900626 -2.626483 -0.13 -0.12 0.36 0.000
H 4.072961 4.582743 -2.279740 0.00 0.01 0.00 0.000
C 1.598321 -2.780406 3.505097 -0.01 -0.01 0.00 0.000
C -1.934250 -0.532074 -5.109416 -0.12 0.32 0.19 0.000
C 0.989744 -2.354898 -3.285594 -0.52 0.25 -0.21 0.000
H -2.488189 -2.697766 0.288802 -0.03 0.00 -0.03 0.000
N -1.576241 -3.084321 0.071342 0.05 0.07 0.14 -0.001
H -2.610033 -2.044567 -8.049623 0.00 -0.01 -0.01 0.000
N -0.150737 1.493408 0.186113 0.24 0.41 -0.22 -0.002
N -4.291261 -0.055476 -8.508309 -0.06 0.08 -0.07 0.000
O 0.505577 -3.469723 2.870480 -0.13 -0.02 -0.09 0.000
C 1.811677 2.367441 -1.018911 0.06 -0.12 -0.04 0.000
C -4.210818 0.302728 2.324732 0.03 -0.01 -0.09 0.000
S -1.068697 -0.775183 -3.605920 -0.41 0.20 -0.37 0.000
H -4.027082 -0.569027 -9.331897 0.02 -0.02 0.03 0.000
H -4.152507 1.630974 -6.462269 -0.02 0.00 -0.03 0.000
N 0.262030 -1.452506 -3.998494 0.19 -0.09 -0.17 0.000
H -1.422734 -4.300837 1.782085 -0.03 -0.02 0.00 0.000
C 0.626649 2.450863 -0.186761 -0.07 -0.05 0.15 0.002
C -4.336785 2.693877 3.701672 0.01 -0.01 -0.02 0.000
H 2.021753 4.497466 -0.913683 -0.01 0.01 0.01 0.000
H -6.164974 1.964049 4.516501 -0.02 0.00 0.01 0.000
H -1.616112 -3.773672 -0.667277 -0.04 0.00 -0.04 0.000
H -4.150306 -0.620990 1.766471 0.01 -0.03 -0.01 0.000
H 1.836583 -3.377033 4.379246 0.02 0.02 0.00 0.000
H 5.038908 2.469048 -3.155766 0.00 0.04 0.01 0.000
O 1.805295 0.000410 -1.292027 -0.29 -0.12 0.11 -0.003
C -5.278327 0.547907 3.164964 -0.01 -0.07 -0.03 0.000
C 2.451091 3.582130 -1.304675 0.11 -0.03 -0.09 0.000
H -1.601297 3.034061 2.179120 0.07 0.02 -0.36 0.000
C -2.066575 0.934296 1.215564 -0.39 -0.18 0.28 0.000
C -3.257474 2.445279 2.851836 0.14 0.14 0.15 0.000
H 3.958770 0.304990 -2.668916 0.00 -0.03 -0.01 0.000
C -1.885850 -1.471310 -6.125115 0.10 -0.20 -0.05 0.000
H -6.063730 -0.186797 3.278486 -0.01 -0.01 0.01 0.000
S 2.418802 -2.963984 -4.028768 0.17 -0.06 -0.15 0.000
O -0.887900 0.549676 -2.957580 -0.03 -0.55 -0.60 -0.002
O -2.306680 3.387667 2.770309 -0.24 0.17 0.38 0.000
H 0.378706 3.453692 0.168618 0.00 -0.04 0.03 0.000
C -2.654671 -1.307055 -7.258432 0.03 -0.01 0.03 0.000
C 3.546290 1.230027 -2.289432 -0.15 0.15 0.11 0.000
N 0.774402 -2.830982 -2.073420 -0.03 0.26 -0.18 -0.001
O -1.874449 -1.601610 -2.670411 0.00 -0.05 -0.34 0.001
C 0.089831 -2.932533 1.728638 -0.05 -0.09 0.13 0.000
C 2.365287 1.153848 -1.523133 -0.13 0.20 0.09 0.000
O -2.033299 -0.238551 0.671441 0.31 0.17 -0.12 -0.003
C -3.187280 1.233979 2.146882 0.02 0.05 -0.12 0.000
H -1.233798 -2.328747 -6.035667 0.04 -0.02 0.04 0.000
N -1.192040 1.888335 1.025266 0.21 -0.24 -0.05 0.001
C -3.521472 0.756313 -6.369513 0.06 -0.02 0.07 0.000
Ce -0.302186 -0.754293 -0.876322 0.43 -0.31 1.47 1.010
C 1.776109 -3.695562 -1.704801 0.27 -0.12 -0.17 0.000
H -4.632645 0.870264 -8.705038 -0.01 -0.01 0.01 0.000
C -3.487314 -0.193332 -7.396598 0.03 0.02 0.04 0.000
C 4.137957 2.445830 -2.553770 0.08 -0.17 -0.07 0.000
H 3.608664 -4.534669 -2.535566 0.04 0.00 -0.05 0.000
C 3.598475 3.635018 -2.066319 -0.07 0.13 0.06 0.000
H -2.775358 1.328382 -4.446532 0.01 0.02 0.04 0.000
H -4.355014 3.636738 4.230974 -0.02 0.01 0.02 0.000
C -2.753521 0.589610 -5.234593 0.09 -0.14 0.03 0.000
O 0.612676 -1.965943 1.202004 0.12 0.12 -0.16 -0.001
N -0.965595 -3.606618 1.213592 0.01 0.05 -0.11 0.000
```
Positions in Å, forces in eV/Å.

## Properties
LUMO in eV: 0.1
Energy relative to the best compared isomer or geometry (same formula, charge and spin) in eV: 0.000
Molecular weight in g/mol: 738.8
Gap between HOMO and LUMO in eV: 7.39
2S+1: 2
Total charge: 0
DFT total energy in Ha: -3148.73180
Maximum force in Eh/bohr: 0.0304

***

Here is 2 unconnected molecules or ions with the total composition C4H13N2O from the Open Molecules 2025 dataset. Energies are from ωB97M-V/def2-TZVPD.

```
20
Properties=species:S:1:pos:R:3:forces:R:3:mulliken_charge:R:1
H -1.444692 -0.758150 1.132073 -2.20 -1.47 1.00 0.214
H -0.801401 -0.795382 -1.377284 0.85 -0.42 0.86 0.324
N -0.769216 -0.207505 0.704237 1.35 -0.27 -2.69 -0.193
C -0.139384 -1.046531 -0.500163 -0.17 0.70 0.38 -0.542
H 2.024136 -0.711328 0.158417 -0.81 -0.28 -1.03 0.285
C 1.431114 -0.699461 -0.812393 -2.13 0.51 2.81 -0.548
C 0.704802 2.869871 -0.234588 1.63 -0.99 -1.41 -0.367
H -0.338390 -2.094396 -0.148441 0.54 0.90 -0.68 0.382
H 1.695059 -1.581138 -1.366465 0.70 0.19 -0.88 0.364
H 2.543592 1.224670 -1.290398 -1.33 -1.10 -0.40 0.348
H -0.020174 -0.116808 1.350202 0.70 0.84 0.77 0.338
H -0.112797 3.602801 -0.450034 -0.04 -0.87 1.57 0.268
H 1.186036 0.700787 -2.377146 -0.95 0.92 -0.84 0.334
H 1.707321 3.359473 -0.126292 -0.47 -0.33 -0.51 0.260
H -1.142899 0.699492 0.378344 0.78 -0.41 0.22 0.395
H -3.618549 -2.430211 2.092752 0.91 0.59 -0.47 0.318
C 1.498637 0.742446 -1.366770 2.20 0.58 3.98 -0.556
O -2.723847 -2.040275 1.937591 -1.48 -0.15 -0.61 -0.677
H -2.255837 -2.312906 2.706120 0.74 -0.42 1.13 0.311
N 0.576488 1.594549 -0.409763 -0.82 1.50 -3.20 -0.258
```
Positions in Å, forces in eV/Å.

## Properties
LUMO in eV: -3.3
Energy relative to the best compared isomer or geometry (same formula, charge and spin) in eV: 3.772
Molecular weight in g/mol: 105.2
Gap between HOMO and LUMO in eV: 9.44
Total charge: +1
DFT total energy in Ha: -344.62821
Maximum force in Eh/bohr: 0.0892

***

Here is a molecular structure, C4H5NOS2 from the Open Molecules 2025 dataset. Energies are from ωB97M-V/def2-TZVPD.

```
13
Properties=species:S:1:pos:R:3:forces:R:3:mulliken_charge:R:1
H -0.314631 1.746320 1.093536 -0.28 -0.08 -0.38 0.173
H -2.016224 1.663217 1.376957 -0.07 -0.32 -0.12 0.231
C 0.691909 -1.109053 -0.084679 -0.73 -1.47 -0.43 -0.561
S 1.353582 1.092910 -0.805564 0.48 0.55 0.21 -0.220
C 1.998354 -0.369983 0.028001 0.15 -0.27 0.27 0.446
H 0.730855 -2.025231 -0.714089 0.26 0.39 0.65 0.288
N -1.221778 1.368466 0.831083 0.43 -0.39 -0.54 -0.337
O 3.046262 -0.665048 0.516235 -0.47 0.42 -0.40 -0.508
H -0.322452 -0.203842 -1.894083 -0.13 -0.34 0.89 0.497
C -1.336040 0.384848 -0.098769 -1.36 0.18 1.20 0.105
H 0.236236 -1.360312 0.884999 0.28 -0.03 -0.25 0.295
S -2.745178 -0.499424 -0.310242 0.96 0.73 -0.07 -0.284
C -0.100898 -0.022873 -0.823388 0.48 0.64 -1.01 -0.126
```
Positions in Å, forces in eV/Å.

## Properties
LUMO in eV: 0.2
Energy relative to the best compared isomer or geometry (same formula, charge and spin) in eV: 0.129
Molecular weight in g/mol: 147.2
Gap between HOMO and LUMO in eV: 9.03
Total charge: 0
DFT total energy in Ha: -1081.78851
Maximum force in Eh/bohr: 0.0354